Entry 1:
C6H5BiNO6 as an isolated structure in a non-equilibrium geometry, computed with ωB97M-V/def2-TZVPD.

Each line ends with the Mulliken charge.
Positions of all 19 atoms, in Å:
Bi -1.49 1.39 -0.30  1.565
O -3.16 -4.08 -2.29  -0.111
C -2.98 -2.95 -2.30  0.116
C -1.34 1.37 1.93  0.364
O -1.03 0.79 2.89  0.056
C -0.65 3.74 -0.87  0.193
O -0.24 4.54 -1.57  0.066
C -4.04 1.90 -0.38  0.157
O -5.16 1.96 -0.55  0.049
N 3.10 -0.69 0.33  -0.248
C 1.85 -1.49 0.49  -0.594
C 0.73 -0.52 0.23  1.057
O -0.45 -0.97 0.12  -0.652
O 1.06 0.72 0.17  -0.806
H 3.40 -0.75 -0.65  0.373
H 3.87 -1.06 0.89  0.372
H 2.90 0.31 0.53  0.329
H 1.84 -2.34 -0.19  0.393
H 1.79 -1.85 1.51  0.321

Summary:
Frontier orbital gap in eV: 5.8
HOMO in eV: -20.511
Net charge: +3
Relative energy (zero: lowest compared OMol25 entry of this formula, charge and spin) in eV: 0.0000
Total energy in hartree: -951.1743

---

Entry 2:
One molecule with the formula C6H10O in a non-equilibrium geometry, computed with ωB97M-V/def2-TZVPD.

Each line ends with the Mulliken charge.
Positions of all 17 atoms, in Å:
C -1.63 -0.83 0.26  -1.630
C -0.45 0.06 0.58  1.420
O -0.57 0.44 1.93  -0.594
C -0.18 1.28 -0.36  -1.013
C 1.24 0.74 -0.55  0.007
C 1.15 -0.74 -1.14  -0.837
C 0.99 -0.47 0.31  -0.569
H -1.59 -1.73 0.89  0.367
H -1.63 -1.13 -0.79  0.348
H -2.57 -0.31 0.47  0.397
H 0.18 1.00 2.15  0.359
H -0.75 1.35 -1.29  0.280
H -0.28 2.23 0.18  0.292
H 2.13 1.40 -0.48  0.333
H 0.32 -1.29 -1.62  0.132
H 2.05 -1.06 -1.63  0.285
H 1.60 -0.94 1.07  0.423

Summary:
Frontier orbital gap in eV: 10.8
HOMO in eV: -9.735
Relative energy (zero: lowest compared OMol25 entry of this formula, charge and spin) in eV: 1.7219
Total energy in hartree: -309.7791

---

Entry 3:
A 4-piece molecular cluster, C30H56O13 overall, computed with ωB97M-V/def2-TZVPD.

Each line ends with the Mulliken charge.
Positions of all 99 atoms, in Å:
C 4.41 -0.41 4.99  -1.488
C 3.32 0.66 5.11  -0.150
C 2.99 1.52 3.89  1.186
C 2.16 2.57 3.98  0.200
C 1.35 2.95 5.19  -1.286
C -0.13 2.54 5.07  -0.707
C -0.34 1.08 4.67  -0.488
C -0.53 0.85 3.20  0.512
O -0.60 1.68 2.34  -0.546
O -0.65 -0.49 2.92  -0.436
C 1.95 3.49 2.81  0.593
O 1.11 4.37 2.85  -0.676
C 2.85 3.35 1.65  -0.498
C 3.61 2.27 1.54  -0.716
C 3.57 1.20 2.55  0.099
O 3.94 0.08 2.25  -0.586
H 5.22 -0.11 4.34  0.359
H 4.82 -0.60 5.98  0.415
H 3.99 -1.35 4.63  0.296
H 3.63 1.36 5.89  0.418
H 2.40 0.21 5.49  0.080
H 1.78 2.54 6.11  0.409
H 1.39 4.04 5.27  0.389
H -0.63 3.20 4.37  0.407
H -0.59 2.69 6.04  0.474
H -1.22 0.67 5.17  0.534
H 0.49 0.46 4.97  -0.053
H -0.13 -0.67 2.12  0.324
H 2.82 4.14 0.91  0.468
H 4.26 2.12 0.68  0.453
C -6.68 -6.13 0.01  -0.737
O -5.49 -5.77 0.69  -0.280
C -4.32 -6.19 0.01  -0.462
C -3.15 -5.29 0.32  -0.563
O -3.19 -4.04 -0.35  -0.310
C -4.09 -3.05 0.14  -0.577
C -3.65 -2.39 1.43  -0.378
O -3.87 -3.24 2.54  -0.310
C -2.98 -2.97 3.61  -0.648
H -6.81 -7.21 -0.01  0.323
H -7.51 -5.68 0.56  0.239
H -6.68 -5.74 -1.01  0.309
H -4.49 -6.20 -1.07  0.276
H -4.07 -7.21 0.33  0.391
H -2.26 -5.78 -0.08  0.462
H -3.02 -5.17 1.39  0.228
H -5.10 -3.45 0.23  0.209
H -4.10 -2.28 -0.63  0.421
H -4.23 -1.47 1.56  0.443
H -2.59 -2.13 1.35  0.175
H -1.94 -3.06 3.29  0.268
H -3.18 -3.70 4.39  0.303
H -3.15 -1.96 4.01  0.254
C -6.11 -7.73 -7.14  -0.777
O -4.92 -7.47 -6.44  -0.240
C -3.76 -7.91 -7.12  -0.578
C -2.55 -7.09 -6.74  -0.287
O -2.52 -5.80 -7.33  -0.447
C -3.34 -4.80 -6.76  -0.390
C -2.82 -4.23 -5.46  -0.575
O -3.04 -5.12 -4.38  -0.273
C -2.12 -4.95 -3.33  -0.717
H -6.30 -8.80 -7.24  0.328
H -6.93 -7.28 -6.59  0.229
H -6.08 -7.28 -8.15  0.327
H -3.91 -7.85 -8.21  0.350
H -3.57 -8.96 -6.86  0.381
H -1.68 -7.61 -7.14  0.384
H -2.45 -7.04 -5.65  0.110
H -4.37 -5.14 -6.64  0.194
H -3.34 -3.99 -7.49  0.388
H -3.34 -3.28 -5.26  0.392
H -1.75 -4.02 -5.57  0.338
H -1.09 -5.07 -3.69  0.390
H -2.33 -5.72 -2.59  0.081
H -2.23 -3.97 -2.85  0.367
C 7.75 8.02 -2.04  -0.769
O 7.02 8.21 -0.85  -0.260
C 6.96 9.57 -0.45  -0.575
C 5.72 9.85 0.35  -0.325
O 4.53 9.94 -0.42  -0.435
C 3.94 8.73 -0.85  -0.442
C 3.18 7.99 0.22  -0.516
O 4.07 7.32 1.11  -0.280
C 3.51 7.12 2.39  -0.810
H 8.81 8.25 -1.91  0.324
H 7.65 6.97 -2.32  0.234
H 7.34 8.63 -2.86  0.328
H 6.98 10.23 -1.33  0.349
H 7.84 9.79 0.17  0.385
H 5.84 10.85 0.79  0.388
H 5.61 9.14 1.17  0.150
H 4.67 8.07 -1.33  0.219
H 3.21 9.03 -1.61  0.383
H 2.52 7.25 -0.26  0.368
H 2.56 8.70 0.77  0.370
H 3.21 8.08 2.84  0.406
H 4.29 6.68 3.01  0.248
H 2.65 6.45 2.36  0.265

Summary:
Frontier orbital gap in eV: 7.9
HOMO in eV: -9.102
Total energy in hartree: -2154.6138

---

Entry 4:
One molecule with the formula C2H3FNP in a non-equilibrium geometry, computed with ωB97M-V/def2-TZVPD.

Each line ends with the Mulliken charge.
Positions of all 8 atoms, in Å:
H 1.86 0.46 -1.61  0.262
N 0.95 0.29 -1.37  -0.533
C 0.63 0.06 -0.20  0.283
C -0.54 -0.24 0.55  -0.558
P 1.19 0.16 1.73  0.291
F 1.35 1.75 1.80  -0.246
H -1.34 0.51 0.35  0.236
H -1.00 -1.30 0.73  0.264

Summary:
Frontier orbital gap in eV: 9.2
HOMO in eV: -8.679
Relative energy (zero: lowest compared OMol25 entry of this formula, charge and spin) in eV: 0.6386
Total energy in hartree: -573.9095

---

Entry 5:
C32H35ClCrN3O2PS3 as an isolated structure in a non-equilibrium geometry, computed with ωB97M-V/def2-TZVPD.

Each line ends with the Löwdin spin population.
Positions of all 78 atoms, in Å:
Cr 0.02 0.97 -0.01  1.118
C -3.36 2.23 0.55  0.000
C -3.34 0.92 -0.20  -0.001
N -2.28 0.06 0.32  -0.008
C -2.58 -0.47 1.66  0.000
C -1.93 0.27 2.85  0.001
S -0.47 1.29 2.50  -0.001
C -1.12 2.98 2.78  -0.001
C -1.71 3.73 1.57  0.000
N -2.03 2.84 0.47  -0.005
H -4.14 2.89 0.15  0.000
H -3.59 2.05 1.60  0.000
H -4.33 0.44 -0.12  0.000
H -3.14 1.10 -1.26  0.000
H -2.18 -0.72 -0.33  0.000
H -3.66 -0.47 1.83  0.000
H -2.25 -1.50 1.70  0.000
H -2.64 0.93 3.35  0.000
H -1.59 -0.47 3.58  0.000
H -1.85 2.86 3.58  0.000
H -0.28 3.54 3.19  0.000
H -2.59 4.29 1.92  0.000
H -1.00 4.48 1.22  0.000
H -1.95 3.33 -0.42  0.000
O 2.27 1.52 -1.46  0.004
C 1.93 0.73 -0.61  -0.055
C 2.83 -0.35 -0.14  -0.013
C 4.22 -0.24 -0.17  -0.003
C 4.99 -1.32 0.20  -0.001
C 4.39 -2.53 0.54  -0.001
C 3.01 -2.64 0.55  0.000
C 2.23 -1.53 0.25  0.000
P 0.41 -1.53 0.15  -0.018
C 0.25 -2.69 -1.27  -0.002
C 0.55 -2.17 -2.53  -0.001
C 0.40 -2.95 -3.67  0.000
C -0.03 -4.26 -3.56  -0.001
C -0.23 -4.81 -2.31  0.000
C -0.10 -4.03 -1.17  -0.001
C -0.06 -2.54 1.62  -0.004
C -1.21 -3.33 1.62  -0.001
C -1.54 -4.08 2.74  0.000
C -0.75 -4.03 3.87  -0.001
C 0.37 -3.20 3.90  0.000
C 0.71 -2.46 2.78  -0.002
H 4.67 0.69 -0.50  0.000
H 6.07 -1.24 0.20  0.000
H 5.00 -3.38 0.80  0.000
H 2.54 -3.59 0.80  0.000
H 0.93 -1.16 -2.62  0.000
H 0.60 -2.52 -4.64  0.000
H -0.18 -4.86 -4.45  0.000
H -0.49 -5.86 -2.20  0.000
H -0.24 -4.49 -0.20  0.000
H -1.85 -3.37 0.75  0.000
H -2.43 -4.70 2.73  0.000
H -1.00 -4.62 4.74  0.000
H 0.98 -3.14 4.79  0.000
H 1.58 -1.81 2.81  0.000
Cl 2.90 5.02 2.63  0.000
C 1.97 4.59 1.25  0.000
C 1.66 5.52 0.27  0.000
C 0.91 5.09 -0.81  -0.001
C 0.45 3.79 -0.84  0.002
N 0.71 2.90 0.12  -0.003
C 1.51 3.29 1.12  0.002
H 2.00 6.55 0.35  0.000
H 0.68 5.76 -1.63  0.000
H -0.13 3.43 -1.68  0.000
H 1.81 2.55 1.85  0.001
C -0.03 0.36 -5.94  0.000
O -0.38 0.17 -4.56  0.000
C -0.32 1.21 -3.74  0.006
S 0.23 2.70 -4.16  -0.003
S -1.00 0.78 -2.18  -0.005
H -0.04 -0.63 -6.40  0.000
H 0.95 0.81 -6.04  0.000
H -0.77 1.01 -6.42  0.000

Summary:
Frontier orbital gap (alpha / beta) in eV: 6.7 / 7.1
HOMO (alpha / beta) in eV: -10.026 / -9.956
Net charge: +1
Spin multiplicity: 2
Total energy in hartree: -4595.4673